The following is a DFT calculation (ωB97M-V/def2-TZVPD) of 4 unconnected molecules or ions with the total composition C6H22N2O3.

```
33
Properties=species:S:1:pos:R:3:lowdin_charge:R:1
C -1.38 1.53 0.85 0.00
N -0.44 0.60 0.28 -0.02
C 0.33 -0.13 1.26 -0.01
C 1.63 1.90 -0.39 -0.02
C 0.38 1.21 -0.87 -0.28
C 0.61 -0.01 -1.77 -0.20
N -0.63 -0.72 -2.08 -0.11
C -0.44 -1.84 -3.02 -0.09
H -1.70 1.32 1.86 0.08
H -0.83 2.48 0.94 0.13
H -2.26 1.68 0.23 0.13
H 0.03 0.18 2.25 0.11
H 1.41 -0.11 1.13 0.09
H 0.09 -1.20 1.15 0.10
H 2.49 1.29 -0.17 0.09
H 1.86 2.68 -1.10 0.11
H 1.37 2.46 0.51 0.09
H -0.42 1.76 -1.34 0.15
H 1.45 -0.65 -1.44 0.13
H 0.86 0.41 -2.75 0.13
H -0.99 -1.07 -1.21 0.06
H -0.77 -2.79 -2.61 0.07
H 0.55 -1.79 -3.44 0.08
H -1.10 -1.65 -3.86 0.08
H -3.51 -0.75 2.19 0.06
H -2.28 -1.04 3.12 0.04
O -2.85 -0.35 2.78 -0.05
H -0.17 -3.31 -0.87 0.04
H -0.78 -3.69 0.43 0.07
O -0.45 -2.90 -0.04 -0.06
H 2.78 1.63 1.90 0.00
H 2.48 1.00 3.23 0.04
O 2.68 1.86 2.84 -0.04
```

Output
Molar mass in g/mol: 170.25
Energy relative to the best compared isomer or geometry (same formula, charge and spin) in kJ/mol: 13.0
Kohn-Sham gap (spin up / spin down) in eV: 9.9 / 5.8
DFT total energy in a.u.: -576.68893
LUMO (spin up / spin down) in eV: -2.722 / -6.721
Total charge: +1
2S+1: 2

=====

The following is a DFT calculation (ωB97M-V/def2-TZVPD) of 5 unconnected molecules or ions with the total composition C6H22N2O5.

```
35
Properties=species:S:1:pos:R:3:lowdin_charge:R:1
C -14.54 -5.95 23.20 -0.17
O -15.42 -6.62 24.09 -0.12
H -13.69 -6.61 23.09 0.07
H -14.92 -5.88 22.18 0.08
H -14.17 -4.99 23.56 0.08
H -15.09 -6.65 25.00 0.07
C -11.60 0.42 18.44 -0.15
O -12.58 0.26 19.51 -0.13
H -11.78 1.31 17.84 0.07
H -10.56 0.55 18.74 0.07
H -11.70 -0.46 17.81 0.07
H -12.55 -0.67 19.74 0.05
C -5.84 -0.09 23.00 -0.14
O -6.59 -0.02 21.76 -0.15
H -4.90 0.38 22.72 0.08
H -6.26 0.47 23.84 0.08
H -5.80 -1.15 23.23 0.07
H -7.30 0.60 21.94 0.06
C -4.72 -3.60 18.59 -0.82
O -4.08 -2.70 18.05 0.03
N -4.70 -4.80 18.21 0.15
N -5.50 -3.55 19.61 0.16
H -4.27 -5.04 17.33 0.13
H -5.24 -5.50 18.70 0.11
H -5.91 -4.39 19.99 0.11
H -5.72 -2.63 19.98 0.12
C -9.66 -3.45 21.99 -0.10
C -10.01 -3.38 20.55 -0.37
O -11.39 -3.29 20.39 -0.05
H -9.75 -2.47 22.46 0.08
H -8.64 -3.73 22.27 0.07
H -10.27 -4.21 22.48 0.08
H -9.53 -4.29 20.18 0.11
H -9.46 -2.56 20.10 0.11
H -11.64 -4.12 19.99 0.09
```

Output
Structure (SMILES): NC(N)=O.CCO.CO.CO.CO
Molar mass in g/mol: 202.25
Energy relative to the best compared isomer or geometry (same formula, charge and spin) in kJ/mol: 1.4
Kohn-Sham gap in eV: 9.9
DFT total energy in a.u.: -727.41352
LUMO in eV: 0.232
Total charge: 0